Below is an isolated molecule of C5H11N, with properties calculated with ωB97M-V/def2-TZVPD.

Each line ends with the natural charge from an NBO analysis.
CARTESIAN COORDINATES (ANGSTROEM)
C 2.027121 -0.722455 -0.214788  -0.619
C 1.260290 0.488091 -0.724786  -0.213
N -0.173787 0.279838 -0.682996  -0.411
C -1.023559 1.371286 -0.259123  -0.254
C -0.844570 0.165582 0.591504  -0.085
C -1.874077 -0.941254 0.669825  -0.611
H 3.069686 -0.694755 -0.543559  0.213
H 2.029382 -0.767432 0.878389  0.202
H 1.579528 -1.644211 -0.595506  0.214
H 1.555739 1.382229 -0.152090  0.161
H 1.520510 0.676382 -1.771766  0.196
H -0.539210 2.286878 0.091981  0.187
H -1.936152 1.493602 -0.839945  0.199
H -0.243215 0.336990 1.491572  0.186
H -2.565700 -0.795981 1.503907  0.207
H -1.388243 -1.912546 0.816905  0.211
H -2.453741 -1.002244 -0.259525  0.217

Forces on atoms 1 to 6 (eV/Å):
C 0.0 -0.1 0.0
C 0.2 0.2 0.0
N 0.1 -0.2 -0.1
C -0.2 0.1 -0.1
C -0.1 -0.2 0.2
C 0.0 0.0 0.1

Values from the calculation:
total energy: -6852.3710 eV
relative energy (zero: lowest compared OMol25 entry of this formula, charge and spin): 111.7 kJ/mol
maximum force: 0.30 eV Å⁻¹
2S+1: 1
structure (SMILES): CCN1C[C@H]1C
lowest unoccupied orbital energy: 1.27 eV
frontier orbital gap: 10.2 eV


Below is an isolated molecule of C5H11N, with properties calculated with ωB97M-V/def2-TZVPD.

Each line ends with the natural charge from an NBO analysis.
CARTESIAN COORDINATES (ANGSTROEM)
C 1.920258 0.599084 -0.352391  -0.603
C 1.342014 -0.620877 0.340122  -0.419
C -0.153888 -0.680237 0.535925  -0.060
C -1.247669 -1.248478 -0.405469  -0.262
C -1.604557 1.119327 0.176753  -0.414
H 1.264909 1.439399 -0.080035  0.195
H 1.808063 0.514651 -1.409245  0.211
H 2.983697 0.901652 -0.127734  0.215
H 1.593750 -1.394214 -0.484972  0.198
H 1.841277 -0.921272 1.270128  0.205
H -0.314079 -0.697177 1.683223  0.190
H -0.922413 -1.740357 -1.328654  0.187
H -2.181510 -1.642671 -0.254305  0.205
H -0.979804 1.932959 0.406636  0.198
H -2.297874 1.507074 -0.608297  0.193
H -2.291926 0.833074 1.042280  0.173
N -0.760256 0.098060 -0.403966  -0.412

Forces on atoms 1 to 6 (eV/Å):
C -0.2 1.9 1.3
C 1.8 -3.5 -2.0
C 1.5 -1.8 2.5
C 4.2 -0.3 -1.8
C -2.6 0.0 -1.1
H 0.5 0.3 -0.1

Values from the calculation:
total energy: -6850.6429 eV
relative energy (zero: lowest compared OMol25 entry of this formula, charge and spin): 278.4 kJ/mol
maximum force: 4.58 eV Å⁻¹
2S+1: 1
structure (SMILES): CC[C@@H]1CN1C
lowest unoccupied orbital energy: 1.24 eV
frontier orbital gap: 10.5 eV


Below is an isolated molecule of C5H11N, with properties calculated with ωB97M-V/def2-TZVPD.

Each line ends with the natural charge from an NBO analysis.
CARTESIAN COORDINATES (ANGSTROEM)
C 2.201883 -0.351950 0.920867  -0.589
C 1.747328 -0.314297 -0.554492  -0.574
C 0.309209 -0.697202 -0.541647  0.187
C -0.558536 0.454458 -0.855535  -0.434
N -1.996789 0.260160 -0.788392  -0.616
C -2.456249 0.176510 0.589678  -0.421
H 1.677316 0.401837 1.517858  0.204
H 2.010430 -1.333449 1.362561  0.223
H 3.273333 -0.139478 0.979731  0.221
H 1.985285 0.677301 -0.981043  0.175
H 2.322627 -1.074959 -1.096979  0.236
H -2.190473 -0.630976 -1.238686  0.356
H -0.275087 0.707270 -1.898998  0.249
H -0.280952 1.358573 -0.281583  0.216
H -3.509113 -0.120777 0.606791  0.204
H -2.382360 1.165413 1.058901  0.187
H -1.877848 -0.538428 1.200961  0.176

Forces on atoms 1 to 6 (eV/Å):
C 0.0 0.0 0.2
C 0.0 0.0 -0.1
C 0.1 0.4 -0.1
C 0.1 -0.1 0.1
N 0.0 -0.2 -0.1
C -0.1 0.0 0.2

Values from the calculation:
total energy: -6849.7170 eV
relative energy (zero: lowest compared OMol25 entry of this formula, charge and spin): 367.8 kJ/mol
maximum force: 0.45 eV Å⁻¹
2S+1: 1
lowest unoccupied orbital energy: 0.07 eV
frontier orbital gap: 8.5 eV


Below is a cluster of 3 separate species, C5H11N in total, with properties calculated with ωB97M-V/def2-TZVPD.

Each line ends with the natural charge from an NBO analysis.
CARTESIAN COORDINATES (ANGSTROEM)
C 2.305932 -0.712015 0.092330  -0.594
C 1.227399 -0.087956 -0.794221  -0.438
C -0.003377 0.215620 -0.009952  0.091
C -0.558528 1.297967 0.836700  -0.255
N -1.228860 0.662201 -0.287435  -0.286
C -2.432781 0.103018 -0.431234  -0.279
H 2.573095 -0.038139 0.913669  0.206
H 1.946539 -1.648696 0.530191  0.213
H 3.213472 -0.921247 -0.482982  0.210
H 1.620223 0.827175 -1.263667  0.205
H 0.962048 -0.775648 -1.606032  0.218
H -0.828531 -1.185367 0.690004  -0.022
H -0.340278 2.358628 0.692152  0.183
H -0.911119 1.025512 1.837398  0.187
H -1.678252 -1.263469 0.636741  -0.034
H -2.584825 -0.512110 -1.313491  0.198
H -3.282159 0.654524 -0.040165  0.198

Forces on atoms 1 to 6 (eV/Å):
C 0.0 0.0 0.0
C 0.0 0.0 0.0
C -0.1 0.1 -0.2
C 0.0 0.2 0.2
N 0.1 -0.3 0.0
C 0.0 0.2 -0.1

Values from the calculation:
total energy: -6848.4543 eV
relative energy (zero: lowest compared OMol25 entry of this formula, charge and spin): 489.6 kJ/mol
maximum force: 0.28 eV Å⁻¹
2S+1: 1
lowest unoccupied orbital energy: 1.06 eV
frontier orbital gap: 8.6 eV


Below is an isolated molecule of C5H11N, with properties calculated with ωB97M-V/def2-TZVPD.

Each line ends with the natural charge from an NBO analysis.
CARTESIAN COORDINATES (ANGSTROEM)
C -1.257219 1.961501 1.098020  -0.406
C 0.399357 0.609739 -0.051960  -0.243
C 0.641619 -0.745280 -0.706885  0.032
C 0.193456 -1.961220 0.099243  -0.658
C 1.193738 -0.851774 -1.903270  -0.402
H -1.329530 2.730024 0.329141  0.194
H -0.547434 2.248289 1.888420  0.162
H -2.260993 1.888524 1.554963  0.201
H -1.067637 -0.044421 1.142312  0.353
H 1.212076 0.737624 0.735422  0.154
H 0.591831 1.448414 -0.783580  0.197
H 0.633038 -2.020225 1.076671  0.212
H -0.891694 -2.007879 0.304030  0.218
H 0.429932 -2.885094 -0.469519  0.222
H 1.472202 -1.811854 -2.360874  0.194
H 1.491960 0.005085 -2.444016  0.192
N -0.904702 0.698549 0.491884  -0.622

Forces on atoms 1 to 6 (eV/Å):
C -0.4 -0.1 0.3
C 2.0 0.3 -0.4
C -0.7 -0.1 0.7
C -0.4 -0.5 -1.1
C 0.3 -1.2 0.1
H 0.2 0.1 0.1

Values from the calculation:
total energy: -6852.4569 eV
relative energy (zero: lowest compared OMol25 entry of this formula, charge and spin): 103.4 kJ/mol
maximum force: 2.04 eV Å⁻¹
2S+1: 1
structure (SMILES): C=C(C)CNC
lowest unoccupied orbital energy: 1.05 eV
frontier orbital gap: 9.7 eV


Below is a cluster of 2 separate species, C5H11N in total, with properties calculated with ωB97M-V/def2-TZVPD.

Each line ends with the natural charge from an NBO analysis.
CARTESIAN COORDINATES (ANGSTROEM)
C 1.272090 0.686319 1.603598  -0.874
C 0.258982 1.590406 -0.963659  -0.296
N -0.424772 0.499136 -0.776936  -0.203
C -1.665342 0.117656 -0.110653  -0.231
C -0.521727 -0.758693 -0.378773  0.003
C -0.236161 -2.110309 -0.898362  -0.641
H 0.750556 1.615571 1.851761  0.207
H 1.420688 0.094626 2.504625  0.204
H 2.231385 0.933775 1.139752  0.207
H -0.194583 2.535880 -0.701141  0.195
H 1.289079 1.522231 -1.286935  0.197
H -1.797306 0.565883 0.881780  0.177
H -2.561580 0.093986 -0.735797  0.173
H 0.679548 0.028594 0.942747  0.219
H -0.372405 -2.844159 -0.096925  0.230
H 0.792449 -2.196875 -1.258957  0.227
H -0.920903 -2.374027 -1.716126  0.206

Forces on atoms 1 to 6 (eV/Å):
C 0.1 -0.1 0.2
C -0.1 0.1 -0.4
N 0.1 -0.2 0.3
C -0.3 0.1 0.1
C -0.2 0.1 -0.4
C 0.0 -0.1 -0.1

Values from the calculation:
total energy: -6849.1382 eV
relative energy (zero: lowest compared OMol25 entry of this formula, charge and spin): 423.6 kJ/mol
maximum force: 0.68 eV Å⁻¹
2S+1: 1
lowest unoccupied orbital energy: 0.94 eV
frontier orbital gap: 7.8 eV


Number 3 is which compound?
C5H11N


Number 4 is which compound?
C5H11N


Number 2 is which compound?
C5H11N